--- one ---
Formula: C22H26N4O3
Source: the OMol25 dataset
Level of theory: the ωB97M-V functional and the def2-TZVPD basis

Cartesian coordinates (Å):
C -3.983 -0.208 -1.284
O -3.794 0.498 -0.161
C -2.646 1.263 0.146
C -2.598 1.393 1.505
C -1.516 1.899 1.880
C -0.606 2.415 1.219
C -0.797 2.164 -0.030
C -1.839 1.662 -0.837
O -2.055 1.465 -2.157
C -1.051 1.978 -2.968
H -1.111 3.311 -2.821
H -1.570 1.879 -4.054
H -0.060 1.429 -2.958
H 0.094 2.726 -0.817
C 0.718 3.115 1.543
C 1.746 2.117 1.574
N 2.361 1.229 2.429
O 3.176 0.525 1.811
C 3.268 1.017 0.370
N 2.300 1.926 0.327
C 3.920 0.155 -0.670
N 3.204 -0.893 -1.021
C 2.098 -0.625 -1.863
C 0.760 -0.724 -0.903
H 0.792 0.243 -0.633
H 0.040 -0.668 -1.746
C 0.744 -2.265 -0.280
C -0.470 -1.905 0.543
C -1.718 -2.814 0.298
C -2.735 -2.777 1.057
N -2.825 -1.957 2.071
C -1.800 -1.406 2.361
C -0.564 -1.294 1.774
H 0.206 -0.863 2.089
H -1.887 -0.910 3.427
H -3.624 -3.076 0.745
H -1.607 -3.353 -0.896
C 2.014 -2.250 0.805
C 3.220 -2.153 -0.367
H 4.039 -2.170 0.296
H 3.275 -3.109 -0.933
H 1.955 -1.432 1.548
H 1.898 -3.283 1.069
H 0.609 -3.052 -0.965
H 2.093 0.289 -2.490
H 2.197 -1.583 -2.701
H 4.974 -0.289 -0.062
H 4.342 0.714 -1.345
H 0.686 3.445 2.631
H 0.821 4.107 1.160
H -1.420 2.289 3.047
H -3.413 1.123 2.134
H -3.961 0.516 -2.327
H -3.092 -0.930 -1.419
H -4.805 -0.901 -1.152

Properties
LUMO level (eV): 0.545
HOMO level (eV): -8.26

--- two ---
Formula: C22H26N4O3
Source: the OMol25 dataset
Level of theory: the ωB97M-V functional and the def2-TZVPD basis

Cartesian coordinates (Å):
C -4.383 -3.255 -2.023
H -5.335 -3.534 -2.086
O -3.857 -3.144 -0.790
C -2.669 -2.961 -0.511
C -2.354 -3.112 0.720
C -1.153 -2.724 1.321
C -0.215 -2.443 0.486
C -0.488 -2.294 -1.152
C -1.806 -2.595 -1.528
H -1.949 -2.658 -2.495
H 0.228 -1.872 -1.742
C 1.108 -1.865 0.628
N 1.669 -2.186 1.850
O 2.960 -1.484 1.940
C 3.186 -1.314 0.492
N 2.102 -1.555 -0.019
C 4.576 -0.982 0.271
H 4.852 -0.143 1.033
H 5.329 -1.566 0.194
C 4.516 -0.168 -1.071
C 3.819 1.147 -1.279
O 4.374 2.281 -0.927
N 2.522 1.212 -1.289
H 2.001 0.254 -1.056
C 1.700 2.444 -1.439
C 1.115 2.344 0.170
N 0.226 0.960 0.437
C 0.006 1.139 1.825
H -0.713 0.048 2.121
H -0.511 1.797 2.383
H 0.932 0.949 2.318
C -1.046 1.054 -0.476
C -1.983 2.210 -0.031
C -1.991 3.257 -0.748
C -2.879 4.339 -0.398
C -3.741 4.427 0.638
C -3.820 3.020 1.097
C -2.970 2.015 1.211
H -3.046 1.092 1.479
H -4.698 2.990 2.140
H -4.386 4.944 1.015
H -2.936 5.417 -0.696
H -1.349 3.488 -1.491
H -1.514 -0.037 -0.119
H -0.840 1.168 -1.477
H 0.616 3.194 0.263
H 1.906 2.228 0.975
H 1.092 2.139 -1.961
H 2.384 3.234 -1.409
H 5.448 -0.004 -1.455
H 4.069 -0.841 -1.929
H -0.800 -2.599 2.262
H -2.958 -3.119 1.491
H -4.256 -2.357 -2.480
H -3.767 -4.072 -2.571

Properties
LUMO level (eV): 0.255
HOMO level (eV): -8.20

one is favored, and the nearest alternative lies 1.971 eV above it.

--- one ---
Formula: C17H29NO4
Source: the OMol25 dataset
Level of theory: the ωB97M-V functional and the def2-TZVPD basis

Cartesian coordinates (Å):
C -0.605 2.229 -4.220
C -0.040 0.758 -3.911
H -0.686 -0.081 -4.083
O 0.477 0.616 -2.698
C -0.484 -0.135 -1.882
C 0.397 -0.086 -0.555
C 1.753 -0.637 -0.778
C 2.939 0.042 -1.010
C 4.192 -0.620 -1.609
O 3.854 -1.159 -2.753
H 3.649 -0.546 -3.344
H 4.615 -1.432 -0.978
H 4.787 0.136 -1.700
H 2.668 0.914 -1.640
H 3.174 0.562 -0.088
H 1.764 -1.391 -1.592
H 1.920 -1.346 0.192
H 0.578 0.946 -0.145
C -0.375 -1.053 0.598
C -1.795 -0.481 0.296
C -2.318 0.118 -0.760
O -1.353 0.820 -1.760
C -3.625 0.611 -0.761
O -4.463 0.437 0.037
N -3.940 1.027 -1.908
H -3.338 1.517 -2.471
H -5.173 1.665 -2.060
H -2.464 -1.022 1.061
H -0.307 -1.894 0.213
C -0.039 -0.648 1.994
C -0.367 0.561 2.520
C 0.003 0.729 3.860
C -0.440 -0.266 4.873
C -0.159 -1.620 4.243
C -0.589 -1.806 2.822
H -1.439 -1.842 2.956
H -0.241 -2.974 2.488
H -0.361 -2.176 4.994
H 1.100 -1.691 4.313
H 0.074 -0.053 5.783
H -1.626 -0.067 4.960
H -0.135 2.042 4.228
H 1.128 0.887 3.832
H -0.196 1.509 1.787
H -1.477 0.624 2.383
H 0.983 -0.772 2.124
H -0.645 -0.987 -2.156
H 0.696 0.694 -4.628
H -1.346 2.208 -3.544
H -0.902 2.267 -5.394
H 0.176 2.865 -4.129

Properties
LUMO level (eV): 0.490
HOMO level (eV): -9.26

--- two ---
Formula: C17H29NO4
Source: the OMol25 dataset
Level of theory: the ωB97M-V functional and the def2-TZVPD basis

Cartesian coordinates (Å):
C -3.683 -0.813 -1.615
C -3.976 -0.410 -0.169
C -4.718 -1.555 0.530
C -4.887 0.822 -0.160
C -2.665 -0.108 0.607
C -1.671 -1.222 0.487
C -0.361 -1.027 0.331
C 0.562 -2.188 0.166
O 0.145 -3.332 0.082
N 1.869 -1.861 0.118
C 2.880 -2.850 -0.023
C 4.175 -2.502 -0.689
C 4.137 -2.756 0.792
O 0.251 0.197 0.330
C -0.574 1.267 0.768
O 0.002 2.458 0.366
C 1.256 2.775 0.966
C 2.157 3.394 -0.098
C 2.665 2.348 -1.092
C 3.899 1.596 -0.603
O 3.558 0.714 0.451
C -1.973 1.184 0.162
H -4.610 -1.069 -2.124
H -3.214 0.000 -2.163
H -3.021 -1.675 -1.649
H -4.939 -1.296 1.563
H -4.135 -2.470 0.522
H -5.659 -1.754 0.021
H -5.855 0.568 -0.585
H -4.464 1.631 -0.749
H -5.045 1.177 0.857
H -2.942 -0.002 1.665
H -2.008 -2.244 0.511
H 2.146 -0.890 0.210
H 2.439 -3.823 -0.194
H 4.640 -3.237 -1.327
H 4.305 -1.486 -1.029
H 4.572 -3.667 1.170
H 4.239 -1.914 1.460
H -0.635 1.208 1.876
H 1.722 1.873 1.369
H 1.080 3.489 1.784
H 1.570 4.144 -0.630
H 2.997 3.894 0.387
H 1.865 1.631 -1.283
H 2.928 2.832 -2.034
H 4.327 1.023 -1.439
H 4.656 2.315 -0.260
H 4.366 0.332 0.809
H -2.521 2.071 0.475
H -1.853 1.208 -0.921

Properties
LUMO level (eV): 0.603
SMILES: CC(C)(C)[C@H]1C=C(C(=O)NC2CC2)O[C@@H](OCCCCO)C1
HOMO level (eV): -8.67

two is favored, and the nearest alternative lies 14.884 eV above it.

--- one ---
Formula: C5H8N2
Source: the OMol25 dataset
Level of theory: the ωB97M-V functional and the def2-TZVPD basis

Cartesian coordinates (Å):
C 3.296 0.023 0.055
C 1.939 -0.406 -0.051
C 0.923 0.558 0.015
C -0.371 0.393 -0.090
N -1.573 0.372 -0.159
C -2.866 0.416 -0.033
N -3.700 -0.637 -0.004
H 3.571 -0.402 -0.896
H 3.956 -0.610 0.811
H 3.324 0.990 0.429
H 1.521 -1.497 -0.205
H 1.082 1.632 -0.188
H -3.211 1.483 -0.013
H -4.652 -0.724 0.337
H -3.237 -1.591 -0.008

Properties
LUMO level (eV): -10.938
SMILES: C/C=C/C#[N+]C=[NH2+]
Total charge: +2
HOMO level (eV): -19.45

--- two ---
Formula: C5H8N2
Source: the OMol25 dataset
Level of theory: the ωB97M-V functional and the def2-TZVPD basis

Cartesian coordinates (Å):
C -1.939 -1.926 -1.994
C -1.127 -1.559 -0.901
C -0.377 -0.318 -0.889
C 0.241 0.108 0.137
N 0.919 1.181 0.885
C 1.603 1.360 1.955
N 2.426 2.402 2.083
H -2.861 -1.439 -1.551
H -2.299 -2.870 -1.993
H -1.800 -1.432 -2.915
H -1.022 -2.405 -0.200
H -0.619 0.356 -1.690
H 1.604 0.724 2.834
H 2.820 2.697 2.981
H 2.431 3.122 1.257

Properties
LUMO level (eV): -11.204
SMILES: C/C=C/C#[N+]C=[NH2+]
Total charge: +2
HOMO level (eV): -19.41

one is favored, and the nearest alternative lies 1.859 eV above it.